i:
12 unconnected molecules or ions with the total composition C48H72O36. Source: the OMol25 dataset; level of theory: the ωB97M-V functional and the def2-TZVPD basis.

Molar mass (g/mol): 1225.07
SMILES: C[C@H]1COC(=O)O1.C[C@H]1COC(=O)O1.C[C@H]1COC(=O)O1.C[C@H]1COC(=O)O1.C[C@H]1COC(=O)O1.C[C@H]1COC(=O)O1.C[C@H]1COC(=O)O1.C[C@H]1COC(=O)O1.C[C@H]1COC(=O)O1.C[C@H]1COC(=O)O1.C[C@H]1COC(=O)O1.C[C@H]1COC(=O)O1
E_LUMO (eV): -0.835
Frontier orbital gap (eV): 9.40
HOMO (eV): -10.24

ORCA input file:
```
! RIJCOSX wB97M-V def2-TZVPD def2/J DEFGRID3
* xyz 0 1
C -1.55005 0.08410 -0.26352
C -0.04897 -0.08670 -0.18260
C 0.42511 -1.41345 0.45144
O 1.48882 -1.91823 -0.44525
C 1.52362 -1.09198 -1.49963
O 2.25912 -1.24155 -2.42425
O 0.43474 -0.30485 -1.53724
H -2.01802 0.51055 0.61736
H -2.01171 -0.89828 -0.39265
H -1.72100 0.64259 -1.18652
H 0.49526 0.73586 0.27182
H -0.24098 -2.24590 0.61800
H 1.07686 -1.16148 1.28746
C -3.59524 2.92430 4.83179
C -3.84068 3.48907 3.44219
C -3.33874 2.62121 2.24580
O -4.43785 2.66783 1.34360
C -5.50637 3.27817 1.91984
O -6.52857 3.50755 1.37540
O -5.24298 3.55114 3.22285
H -3.22760 3.74537 5.45169
H -2.80545 2.17349 4.85149
H -4.50625 2.51923 5.26220
H -3.35599 4.46054 3.31362
H -3.24890 1.58979 2.59370
H -2.40920 3.05441 1.89180
C -3.63828 -5.05428 -1.56319
C -2.59953 -4.08105 -2.07272
C -1.21390 -4.24305 -1.47813
O -0.33761 -4.01726 -2.59152
C -1.01056 -4.27757 -3.75001
O -0.54703 -4.44589 -4.82084
O -2.33882 -4.34764 -3.45749
H -3.39749 -6.11151 -1.55233
H -4.53372 -4.77828 -2.12017
H -3.82152 -4.79479 -0.51306
H -2.91882 -3.04620 -1.92417
H -1.08388 -5.22332 -1.01464
H -0.90053 -3.45213 -0.80141
C -1.50257 -0.52823 -4.30837
C -1.79753 -0.15476 -5.72962
C -2.28883 -1.24397 -6.68339
O -3.56266 -0.76730 -7.11084
C -3.70130 0.53370 -6.74987
O -4.58153 1.22707 -7.13571
O -2.78894 0.86450 -5.81121
H -1.16683 -1.55798 -4.13383
H -2.41246 -0.58887 -3.69511
H -0.73561 0.03766 -3.78367
H -0.86158 0.23606 -6.13995
H -2.24339 -2.24799 -6.25761
H -1.64413 -1.33115 -7.56291
C 3.88243 0.70498 -4.38573
C 4.80846 -0.30708 -5.01250
C 5.96089 0.15554 -5.91528
O 7.05726 0.22269 -4.99103
C 6.79492 -0.58440 -3.95020
O 7.55819 -0.81337 -3.06682
O 5.50685 -1.02162 -3.97970
H 4.30854 1.16115 -3.49997
H 2.88501 0.28218 -4.29428
H 3.63801 1.48674 -5.12167
H 4.26601 -0.98239 -5.68006
H 5.78491 1.13333 -6.35343
H 6.21448 -0.59514 -6.66166
C 4.12397 5.37269 0.84376
C 3.95687 3.93188 0.47264
C 2.88986 3.15007 1.26716
O 2.27198 2.32429 0.30102
C 2.49940 2.85173 -0.93417
O 2.05592 2.43102 -1.94669
O 3.35762 3.89100 -0.84779
H 3.20471 5.86728 1.16022
H 4.61287 5.98922 0.09463
H 4.77447 5.41286 1.72833
H 4.86985 3.32961 0.50767
H 2.20301 3.96569 1.54088
H 3.25657 2.68662 2.17609
C -7.15435 0.40372 0.86373
C -6.28888 -0.78442 0.52991
C -4.90447 -0.77641 1.14788
O -4.66957 -2.14526 1.47410
C -5.82388 -2.85226 1.40072
O -5.90135 -3.99886 1.67465
O -6.84301 -2.02520 1.06476
H -7.32522 0.52059 1.93042
H -8.11992 0.25172 0.37761
H -6.68581 1.24146 0.34878
H -6.21963 -0.89901 -0.55359
H -4.78250 -0.20043 2.06423
H -4.12646 -0.56417 0.41492
C 4.56656 -1.00852 0.87952
C 5.59262 -0.62725 1.91676
C 5.11488 -0.20377 3.30897
O 6.04985 -0.77935 4.20451
C 6.68168 -1.79831 3.57984
O 7.41733 -2.59188 4.05371
O 6.28015 -1.83745 2.28016
H 5.09066 -1.22793 -0.05230
H 3.79643 -0.27233 0.64324
H 4.05741 -1.92439 1.18542
H 6.25994 0.13537 1.50441
H 4.11737 -0.56077 3.56911
H 5.03492 0.88322 3.37059
C 1.50203 2.08450 7.80039
C 1.75617 2.53892 6.40187
C 3.24568 2.83998 6.03926
O 3.33577 2.23915 4.74298
C 2.26458 1.46792 4.46255
O 2.18593 0.82038 3.47571
O 1.31721 1.60497 5.42161
H 0.42959 2.03104 8.01772
H 1.86791 2.69300 8.62369
H 1.85320 1.05080 7.86546
H 1.34502 3.52144 6.14175
H 3.93769 2.29111 6.68132
H 3.45170 3.90289 6.02777
C -2.78076 2.84898 -3.10852
C -3.27219 3.56810 -1.85281
C -3.19225 5.08814 -1.87891
O -4.45201 5.47827 -2.41192
C -5.32731 4.47624 -2.10438
O -6.49640 4.57357 -2.23874
O -4.67192 3.39372 -1.63767
H -3.61153 2.68591 -3.80355
H -2.64807 1.79528 -2.84770
H -1.92638 3.35646 -3.53870
H -2.60012 3.23316 -1.05783
H -2.32324 5.47579 -2.40833
H -3.13862 5.50549 -0.86673
C -4.84952 -1.39252 5.65088
C -3.42559 -0.95119 5.41159
C -2.36836 -2.04030 5.68244
O -1.57410 -2.09218 4.51024
C -2.19889 -1.41304 3.52553
O -1.77790 -1.32022 2.42122
O -3.27222 -0.73316 3.97528
H -5.02292 -1.45850 6.72807
H -5.00697 -2.38480 5.23147
H -5.54122 -0.67338 5.21800
H -3.14239 -0.00906 5.87715
H -2.86945 -2.99437 5.84911
H -1.82095 -1.76097 6.58103
C 3.71990 -4.43982 -2.11483
C 4.72345 -4.02002 -3.15104
C 6.20375 -3.98917 -2.73203
O 6.83086 -4.88852 -3.64478
C 5.95471 -5.33437 -4.57255
O 6.25614 -6.02999 -5.48212
O 4.71658 -4.86255 -4.31826
H 3.61551 -3.66284 -1.35717
H 4.06552 -5.33843 -1.59651
H 2.75519 -4.61244 -2.58840
H 4.57589 -3.01112 -3.52901
H 6.36088 -4.36023 -1.71330
H 6.64267 -2.99526 -2.74039
*
```

***

ii:
12 unconnected molecules or ions with the total composition C48H72O36. Source: the OMol25 dataset; level of theory: the ωB97M-V functional and the def2-TZVPD basis.

Molar mass (g/mol): 1225.07
SMILES: C[C@H]1COC(=O)O1.C[C@H]1COC(=O)O1.C[C@H]1COC(=O)O1.C[C@H]1COC(=O)O1.C[C@H]1COC(=O)O1.C[C@H]1COC(=O)O1.C[C@H]1COC(=O)O1.C[C@H]1COC(=O)O1.C[C@H]1COC(=O)O1.C[C@H]1COC(=O)O1.C[C@H]1COC(=O)O1.C[C@H]1COC(=O)O1
E_LUMO (eV): -0.464
Frontier orbital gap (eV): 9.40
HOMO (eV): -9.86

ORCA input file:
```
! RIJCOSX wB97M-V def2-TZVPD def2/J DEFGRID3
* xyz 0 1
C 4.98401 4.10325 3.07170
C 5.70581 2.75019 3.02195
C 5.41969 1.82829 1.81823
O 6.76191 1.40474 1.47077
C 7.67757 2.15326 2.08229
O 8.84459 2.08399 1.84559
O 7.07716 3.04783 2.87316
H 5.10954 4.63305 2.12660
H 5.45657 4.67463 3.86583
H 3.90801 3.94161 3.15311
H 5.58359 2.16557 3.94233
H 5.03885 2.41230 0.98254
H 4.87289 0.94524 2.12779
C 2.81177 -2.50066 -2.27238
C 3.63242 -1.70629 -1.29335
C 5.17887 -1.69559 -1.52751
O 5.48972 -0.30024 -1.44331
C 4.40753 0.45567 -1.49947
O 4.43250 1.65398 -1.48331
O 3.31284 -0.30077 -1.53780
H 2.92049 -2.21858 -3.31682
H 1.75319 -2.32655 -2.04637
H 2.97084 -3.55711 -2.04137
H 3.27368 -1.79558 -0.26956
H 5.52537 -2.14116 -2.45505
H 5.62367 -2.18899 -0.66489
C 0.33511 2.36037 -3.26136
C 1.39351 3.40903 -3.47124
C 2.63671 2.96884 -4.28794
O 2.90771 4.07753 -5.11024
C 1.84613 4.89728 -5.14865
O 1.69386 5.86619 -5.81674
O 0.91571 4.50069 -4.23837
H -0.31384 2.65674 -2.43583
H 0.69918 1.38921 -2.91031
H -0.25128 2.20678 -4.16698
H 1.83395 3.71297 -2.51919
H 2.39943 2.04398 -4.82763
H 3.47360 2.70103 -3.64459
C -1.48037 -0.44127 -0.90278
C -0.77504 -0.35544 0.42441
C 0.05113 -1.58695 0.77348
O 1.33155 -1.11367 1.14777
C 1.43977 0.20698 0.79650
O 2.38704 0.88951 0.99621
O 0.25532 0.65235 0.35239
H -2.18633 -1.27030 -0.96274
H -0.79789 -0.53146 -1.75033
H -2.08519 0.45473 -1.05393
H -1.44330 -0.11447 1.25033
H 0.00105 -2.27807 -0.07386
H -0.36448 -2.09982 1.64294
C -5.85621 0.66469 4.63903
C -4.71922 0.05784 3.85152
C -3.28781 0.42212 4.26193
O -2.77805 -0.82503 4.73403
C -3.65284 -1.85262 4.42960
O -3.45729 -2.99776 4.64484
O -4.78948 -1.34221 3.98916
H -5.80425 0.27178 5.65685
H -6.83199 0.42159 4.22265
H -5.76085 1.75210 4.66307
H -4.86346 0.29926 2.79276
H -3.33199 1.17935 5.04841
H -2.78208 0.86314 3.40229
C -0.31424 -1.31203 -5.08896
C 0.95903 -1.06295 -5.82841
C 1.08068 -1.83497 -7.16910
O 1.50027 -0.85138 -8.09984
C 1.59916 0.37153 -7.50650
O 2.02335 1.33420 -8.04507
O 1.05888 0.29479 -6.28843
H -0.47721 -2.36431 -4.86752
H -1.07171 -0.81012 -5.69653
H -0.36138 -0.75975 -4.14630
H 1.88722 -1.06642 -5.24607
H 0.10145 -2.21832 -7.45981
H 1.78415 -2.66127 -7.08776
C -8.24160 -1.35571 1.58878
C -7.22824 -2.26420 0.92372
C -6.98045 -1.84110 -0.56278
O -5.55374 -1.74211 -0.63043
C -5.00358 -1.84345 0.58468
O -3.84596 -1.78340 0.84631
O -5.95671 -2.04465 1.50921
H -7.97665 -0.32047 1.35603
H -8.32310 -1.53704 2.65775
H -9.24831 -1.39680 1.16450
H -7.50345 -3.31864 0.93422
H -7.37409 -0.83562 -0.71462
H -7.30846 -2.55039 -1.31612
C -0.19659 4.00988 1.61258
C -0.46883 3.81204 0.12028
C -1.73723 4.53647 -0.38331
O -1.25084 5.68114 -1.04049
C 0.07759 5.61282 -1.21447
O 0.74596 6.37431 -1.83650
O 0.56098 4.53931 -0.57193
H -0.35405 5.05889 1.86882
H 0.79817 3.75334 1.97601
H -0.87585 3.36917 2.18204
H -0.27711 2.79351 -0.20518
H -2.37034 4.82353 0.45936
H -2.35492 3.88680 -1.00603
C 2.31407 1.90701 5.49275
C 0.92685 1.26076 5.43250
C 0.21038 1.54399 4.08219
O -0.16824 0.21647 3.68767
C 0.37646 -0.71969 4.47087
O 0.27258 -1.89150 4.31591
O 1.15341 -0.14635 5.43685
H 2.69066 1.85569 6.51336
H 2.17771 2.93961 5.15741
H 3.06705 1.46743 4.83936
H 0.31386 1.62564 6.25703
H 0.84991 2.13165 3.42900
H -0.71018 2.09152 4.27982
C 4.51321 -1.39131 5.41189
C 4.70613 -2.26654 4.14619
C 3.66980 -1.89401 3.05028
O 4.51479 -1.67732 1.90805
C 5.80346 -1.71491 2.24741
O 6.69881 -1.40009 1.51916
O 5.94008 -1.96554 3.55003
H 5.02569 -0.44269 5.23717
H 4.95379 -1.84809 6.29594
H 3.45820 -1.18145 5.58634
H 4.63258 -3.32230 4.41205
H 3.09306 -1.06396 3.45318
H 3.01666 -2.75047 2.90449
C -2.33797 -4.47936 -1.60914
C -1.88628 -5.29355 -0.41149
C -0.40961 -5.68846 -0.44243
O -0.05788 -5.72294 0.90495
C -0.86469 -4.90013 1.58652
O -0.77832 -4.56987 2.72243
O -1.91559 -4.54410 0.80584
H -1.68707 -3.65332 -1.88784
H -3.33537 -4.12092 -1.33677
H -2.52935 -5.07199 -2.50551
H -2.37849 -6.26395 -0.29688
H 0.23119 -4.98271 -0.99549
H -0.20593 -6.63906 -0.94128
C -3.85619 -1.60105 -3.76425
C -3.73453 -0.27001 -4.44576
C -4.98272 0.57141 -4.73362
O -4.55352 1.89232 -4.41174
C -3.41511 1.85180 -3.66315
O -2.88813 2.84299 -3.27167
O -3.04425 0.59627 -3.52666
H -4.51714 -1.61871 -2.89822
H -2.91043 -2.10945 -3.59331
H -4.40861 -2.28322 -4.42615
H -3.15196 -0.25737 -5.36835
H -5.91243 0.24823 -4.25665
H -5.25324 0.58792 -5.79067
*
```

***

Unit: eV. Relative energies: i 0.246; ii 0.000.

***

i:
A molecular structure, C29H24BGdN8O2S2. Source: the OMol25 dataset; level of theory: the ωB97M-V functional and the def2-TZVPD basis.

Molar mass (g/mol): 748.76
E_LUMO (spin up / spin down) (eV): -0.756 / -0.793
Frontier orbital gap (spin up / spin down) (eV): 5.92 / 7.34
Expectation value of S²: 15.94
HOMO (spin up / spin down) (eV): -6.68 / -8.13

ORCA input file:
```
! RIJCOSX wB97M-V def2-TZVPD def2/J DEFGRID3
* xyz 0 8
Gd 15.36236 10.03904 10.85688
S 17.71445 10.53590 12.22979
C 18.18862 10.11246 10.66509
N 17.36853 10.07921 9.58803
C 18.04791 9.79068 8.42505
C 17.60824 9.86145 7.11245
C 18.51655 9.54190 6.09146
C 19.89013 9.30489 6.31330
C 20.32276 9.29852 7.62315
C 19.44277 9.48461 8.67345
S 19.88747 9.75118 10.28500
H 16.62072 10.21139 6.85895
H 18.21606 9.60082 5.06600
H 20.61954 9.17436 5.48059
H 21.36980 9.10135 7.82083
B 12.32960 9.90850 13.00854
N 13.13289 11.21400 12.99616
C 12.59160 12.33419 13.61309
C 13.39912 13.43340 13.32954
C 14.45220 12.88623 12.53447
N 14.31257 11.54996 12.35836
N 13.31733 8.73713 13.08699
C 13.05904 7.64018 13.82548
C 14.02134 6.68489 13.58319
C 14.92556 7.29855 12.70490
N 14.48956 8.53172 12.37879
H 11.56937 9.86324 13.99294
H 11.60169 9.89952 11.98028
H 11.71881 12.25226 14.28424
H 13.23634 14.48778 13.57118
H 15.27639 13.47211 12.15464
H 12.15811 7.60723 14.42929
H 14.10421 5.73334 14.10874
H 15.82303 6.84324 12.29035
C 7.33495 7.36669 10.37147
O 7.35681 6.40092 9.29558
C 8.09899 6.70454 8.20491
C 8.97512 5.71210 7.70283
C 9.80899 6.03189 6.64499
C 9.77481 7.32556 6.10855
C 8.73448 8.21264 6.48111
C 7.89591 7.90491 7.52749
N 10.89150 7.73755 5.39939
N 11.16942 9.03581 5.44590
C 12.21938 9.55620 6.18542
C 12.32838 10.97328 6.30841
C 12.82637 11.54147 7.47321
C 13.58826 10.79869 8.37418
O 14.22740 11.33195 9.37600
C 13.70000 9.35748 8.14090
N 14.59001 8.64946 8.98029
C 14.70112 7.33802 8.82374
C 14.11042 6.65722 7.73891
C 13.32820 7.36536 6.84835
C 13.05010 8.72079 7.06574
H 6.80442 6.87985 11.17936
H 6.76771 8.25990 10.09670
H 8.37337 7.71855 10.56402
H 9.00328 4.79857 8.24426
H 10.57259 5.38926 6.25655
H 8.61369 9.14986 5.94465
H 7.25911 8.64551 7.93745
H 11.79568 11.53243 5.49005
H 12.69544 12.58847 7.76032
H 15.41355 6.84446 9.50427
H 14.25776 5.58780 7.58743
H 12.95033 6.99684 5.91309
*
```

***

ii:
A molecular structure, C29H24BGdN8O2S2. Source: the OMol25 dataset; level of theory: the ωB97M-V functional and the def2-TZVPD basis.

Molar mass (g/mol): 748.76
E_LUMO (spin up / spin down) (eV): -1.211 / -0.644
Frontier orbital gap (spin up / spin down) (eV): 5.64 / 6.22
Expectation value of S²: 15.87
HOMO (spin up / spin down) (eV): -6.85 / -6.86

ORCA input file:
```
! RIJCOSX wB97M-V def2-TZVPD def2/J DEFGRID3
* xyz 0 8
Gd -2.23301 1.33553 1.90333
S -3.40145 2.35816 4.26869
C -2.93916 3.67262 3.34408
N -2.63939 3.55858 2.04517
C -2.30506 4.80515 1.43631
C -2.34075 5.08569 0.05027
C -2.46316 6.39379 -0.35758
C -2.67593 7.43751 0.53034
C -2.76536 7.16730 1.87880
C -2.52740 5.86077 2.32925
S -2.73922 5.28233 3.97259
H -2.25786 4.27016 -0.66515
H -2.42581 6.62549 -1.39180
H -2.91932 8.46397 0.23284
H -2.84290 8.02116 2.56001
B -0.42316 -1.54052 2.73049
N -1.88781 -1.55382 3.27761
C -2.35831 -2.35698 4.23701
C -3.76126 -2.23583 4.31257
C -4.09446 -1.24430 3.41379
N -2.93384 -0.79708 2.74320
N 0.30294 -0.33444 3.14656
C 1.60344 -0.35359 3.57956
C 2.00681 0.93500 3.82722
C 0.93750 1.76963 3.39081
N -0.09772 1.00071 3.06652
H 0.14976 -2.52236 3.19858
H -0.59728 -1.66452 1.58937
H -1.71361 -3.00586 4.83111
H -4.41721 -2.82190 4.96752
H -5.09013 -0.87136 3.20286
H 2.02587 -1.32305 3.81476
H 2.99264 1.23843 4.18484
H 0.87497 2.83467 3.59662
C 5.54809 -6.48284 -4.73709
O 5.60704 -5.29911 -3.93383
C 4.61126 -4.32705 -3.86805
C 4.96015 -3.21554 -3.02730
C 3.97930 -2.31228 -2.77788
C 2.65694 -2.63059 -3.13276
C 2.36139 -3.61447 -4.09083
C 3.35942 -4.50872 -4.48775
N 1.65066 -1.93261 -2.62470
N 0.44782 -2.12458 -3.06722
C -0.49773 -1.30659 -2.59012
C -1.80856 -1.71080 -2.57987
C -2.76819 -1.07899 -1.76017
C -2.32376 -0.01168 -0.92498
O -3.15513 0.42916 0.05011
C -1.00849 0.59890 -1.04502
N -0.63839 1.58057 -0.19513
C 0.52712 2.18094 -0.41968
C 1.32845 1.85662 -1.48930
C 0.98946 0.78995 -2.27932
C -0.16831 0.03118 -2.01439
H 6.52314 -7.00033 -4.58189
H 5.31109 -6.29004 -5.83858
H 4.93727 -7.20479 -4.28526
H 5.96432 -3.13693 -2.62759
H 4.06099 -1.47077 -2.12147
H 1.37244 -3.66844 -4.52377
H 3.16276 -5.42949 -5.09492
H -2.00148 -2.54696 -3.18829
H -3.74341 -1.53167 -1.63144
H 0.75054 3.02564 0.28176
H 2.22869 2.47077 -1.59908
H 1.73172 0.38049 -3.04235
*
```

***

Unit: eV. Relative energies: i 2.535; ii 0.000.